Record 1
{
  "formula": "C4H9N2",
  "method": "ωB97M-V/def2-TZVPD",
  "spin_multiplicity": 3,
  "largest_force_ha_per_bohr": 0.1254,
  "homo_lumo_gap_ev": [6.7, 7.3],
  "homo_energy_ev": [-10.19, -13.32],
  "e_above_lowest_kj_mol": 421.8,
  "charge": 1,
  "species": ["H", "C", "N", "H", "H", "H", "H", "H", "H", "H", "C", "N", "C", "H", "C"],
  "coordinates": [[-2.21, -1.22, -0.43], [2.14, -0.29, -0.46], [-1.31, 1.26, -0.68], [-1.36, 0.72, 1.29], [2.27, -1.32, -0.23], [-0.92, 0.93, -1.54], [3.15, 1.19, 1.22], [-1.61, -1.57, 1.04], [2.34, -0.10, -1.57], [-0.57, -1.47, -0.19], [2.30, 0.79, 0.65], [-1.37, -1.11, 0.13], [1.09, 0.39, 0.38], [-1.14, 2.25, -0.50], [-1.11, 0.36, 0.31]]
}

=====

Record 2
{
  "formula": "C32H92N4O20",
  "method": "ωB97M-V/def2-TZVPD",
  "largest_force_ha_per_bohr": 0.0578,
  "homo_lumo_gap_ev": 9.1,
  "homo_energy_ev": -9.01,
  "smiles": "COC[C@H](C)N.COC[C@H](C)N.COC[C@H](C)N.COC[C@H](C)N.OCCO.OCCO.OCCO.OCCO.OCCO.OCCO.OCCO.OCCO",
  "e_above_lowest_kj_mol": 638.5,
  "species": ["H", "H", "H", "N", "H", "H", "C", "O", "H", "H", "H", "H", "H", "N", "H", "C", "H", "C", "H", "O", "H", "H", "H", "H", "H", "H", "H", "H", "H", "C", "O", "C", "C", "H", "H", "C", "H", "C", "O", "H", "H", "H", "O", "H", "H", "C", "O", "H", "H", "H", "O", "C", "H", "C", "H", "H", "C", "O", "H", "C", "H", "H", "C", "H", "H", "H", "H", "O", "H", "C", "H", "H", "H", "C", "O", "H", "H", "O", "H", "H", "O", "C", "H", "C", "H", "C", "H", "H", "H", "H", "C", "H", "N", "H", "C", "H", "O", "O", "H", "C", "H", "C", "H", "H", "H", "C", "H", "C", "O", "O", "H", "O", "H", "H", "H", "O", "H", "H", "H", "H", "C", "H", "H", "H", "C", "H", "H", "C", "H", "O", "C", "H", "H", "N", "O", "H", "H", "C", "C", "H", "H", "H", "H", "H", "H", "H", "H", "C"],
  "coordinates": [[-0.98, 1.61, -6.85], [-7.66, 6.42, 0.63], [8.76, 0.02, 2.03], [-5.05, 4.34, 1.96], [5.90, -1.32, 6.47], [-4.93, 5.31, 1.69], [-1.47, 1.36, 7.03], [-8.03, 4.85, 2.04], [5.26, -3.42, 7.03], [-7.34, 2.92, 2.17], [-0.54, 7.11, -0.96], [6.60, -4.25, -3.82], [-3.08, 2.55, -6.86], [-0.54, 5.85, 2.21], [-3.83, -3.41, -1.44], [2.38, -7.69, 0.09], [-0.39, -5.07, 2.66], [6.79, 0.02, 1.07], [-1.80, 6.10, -0.40], [3.48, 6.63, -5.16], [-0.44, 3.32, 7.05], [-1.53, 5.69, 2.34], [-9.06, 5.43, 0.38], [5.25, 5.89, -4.67], [6.13, -0.19, 2.84], [3.46, 4.13, -5.09], [3.05, -2.03, -4.45], [4.26, 6.28, -3.24], [-1.12, 0.33, 7.14], [8.19, -0.62, 1.36], [3.79, -1.62, 8.06], [3.44, -2.35, 6.97], [4.69, -2.83, 6.31], [3.25, -7.88, -1.97], [2.72, 4.55, -3.57], [3.95, -3.56, -5.30], [-2.25, -5.59, 5.44], [-0.44, 6.85, 1.15], [-2.41, 1.69, 8.10], [-0.51, 0.08, 1.24], [-2.69, 10.31, 1.94], [0.09, 2.71, 8.85], [4.52, 3.53, -3.34], [-1.96, 2.07, 8.86], [4.15, -4.06, -6.25], [-8.46, 5.91, 1.16], [2.45, -6.26, 0.28], [5.20, -2.88, -3.60], [7.71, -1.87, 2.75], [-6.12, -0.50, -7.70], [-0.29, -6.36, 5.60], [-5.34, 2.71, 0.25], [-0.04, -0.94, -0.88], [3.42, -5.56, -0.46], [-1.03, -4.76, 6.38], [0.04, 0.82, -0.96], [-4.67, -5.27, -2.12], [-5.14, -2.90, -2.91], [0.42, 2.06, 6.17], [4.24, 5.86, -4.25], [-5.46, 1.83, 0.89], [-1.96, 1.35, 6.06], [-0.87, -4.19, 4.29], [-0.75, -7.17, 5.35], [-5.82, 4.75, 0.15], [7.05, 0.88, 0.44], [1.89, -9.98, -0.68], [1.89, -0.27, -1.18], [3.35, -4.33, -4.82], [-2.84, -0.28, -7.09], [3.53, -0.70, 8.10], [-4.82, -2.77, -3.81], [-0.59, 0.28, -6.04], [3.68, 4.46, -4.08], [-4.52, -6.00, -3.32], [-3.08, 2.66, -5.07], [3.55, -5.64, -1.53], [0.62, 2.22, 8.23], [1.23, -6.63, -2.59], [-0.73, 8.63, 2.48], [5.49, -1.81, 5.76], [-2.52, 0.68, -5.91], [5.73, -2.29, -5.09], [-7.39, 3.72, 1.42], [8.78, -0.77, 0.45], [-1.22, -5.25, 5.42], [2.17, 1.02, 1.36], [-4.30, -6.89, -3.03], [2.74, -3.13, 7.28], [0.58, 7.22, 1.24], [-5.94, 3.96, 0.89], [1.48, -8.01, 0.62], [2.44, -9.58, -1.43], [-2.19, -1.12, -6.85], [5.29, -3.19, -4.64], [5.30, 3.41, -3.89], [6.20, -4.31, -4.69], [6.07, 0.49, 2.16], [-2.53, 0.03, -8.09], [-5.14, -0.07, -7.93], [-5.61, 2.39, -0.75], [1.10, -7.64, -2.20], [6.26, -0.62, 0.36], [-1.44, -3.28, 4.47], [-3.06, 9.19, 3.27], [-3.28, 2.02, -5.93], [-5.17, 1.01, -7.80], [2.35, -8.13, -1.40], [-4.24, -0.62, -6.99], [-1.16, -4.61, 2.98], [0.21, -4.05, 4.34], [1.23, 1.21, 1.39], [0.25, -7.57, -1.52], [3.78, 7.55, -5.14], [-4.91, -0.16, -8.99], [8.14, -1.94, 1.90], [-3.98, -5.75, -1.41], [-0.23, 4.94, 1.89], [2.88, -1.76, 6.24], [-8.90, 6.70, 1.77], [-0.18, 2.27, 7.06], [3.20, -8.08, 0.69], [3.39, -9.88, -1.27], [-5.68, -5.33, -1.71], [0.57, -0.07, -0.63], [1.00, -0.78, 1.50], [0.95, -8.30, -3.06], [-4.18, -3.81, -2.39], [3.33, -4.51, -0.16], [-2.58, 8.16, 1.69], [-3.11, 9.34, 2.19], [-4.17, 9.33, 1.94], [-3.34, -3.73, -3.08], [-1.14, 1.13, -5.98], [3.01, -2.53, -5.27], [-8.10, 3.46, 0.64], [2.37, 0.56, -1.22], [0.53, 0.01, 0.92], [-1.14, 8.18, 1.58], [-5.64, 4.39, 2.78], [-0.88, 8.83, 0.75], [-4.25, 2.76, 0.26], [4.38, -5.89, -0.05], [-0.20, 5.38, -0.38], [-2.49, 0.14, -4.96], [4.40, -3.50, 5.50], [-4.37, 1.89, -5.90], [-0.74, 6.32, -0.24]]
}

=====

Record 3
{
  "formula": "B2F8Rb",
  "method": "ωB97M-V/def2-TZVPD",
  "largest_force_ha_per_bohr": 0.1017,
  "homo_lumo_gap_ev": 9.6,
  "homo_energy_ev": -8.31,
  "e_above_lowest_kj_mol": 207.6,
  "charge": -1,
  "species": ["F", "Rb", "F", "F", "F", "F", "F", "B", "F", "B", "F"],
  "coordinates": [[7.54, -9.89, 14.39], [6.03, -7.75, 17.59], [3.94, -6.29, 21.30], [6.16, -11.37, 15.20], [2.55, -7.86, 22.13], [4.50, -8.29, 20.85], [6.37, -11.21, 13.04], [6.33, -10.53, 14.24], [5.29, -9.59, 14.26], [3.34, -7.46, 21.09], [2.55, -7.14, 19.98]]
}

=====

Record 4
{
  "formula": "C39H45N5O4PPtSSe",
  "method": "ωB97M-V/def2-TZVPD",
  "largest_force_ha_per_bohr": 0.0145,
  "homo_lumo_gap_ev": 5.9,
  "homo_energy_ev": -3.82,
  "e_above_lowest_kj_mol": 179.2,
  "charge": -1,
  "species": ["O", "H", "C", "H", "H", "C", "N", "H", "H", "N", "H", "C", "N", "C", "C", "C", "C", "H", "H", "H", "H", "H", "H", "Pt", "C", "H", "H", "C", "C", "H", "H", "C", "H", "H", "Se", "H", "H", "H", "C", "H", "C", "C", "C", "C", "C", "C", "C", "H", "N", "C", "O", "C", "H", "N", "C", "C", "P", "C", "H", "S", "C", "H", "H", "H", "C", "H", "C", "O", "H", "H", "H", "C", "H", "C", "C", "H", "C", "H", "C", "H", "H", "C", "H", "H", "H", "H", "C", "H", "C", "C", "C", "H", "O", "H", "C", "C", "H"],
  "coordinates": [[2.50, -0.88, -1.28], [-0.97, 2.83, -4.20], [1.72, 1.38, -3.83], [-1.56, 2.75, 3.11], [0.05, -4.72, -0.57], [2.43, 2.51, -4.22], [-5.38, 0.39, -1.07], [-1.13, -0.92, -2.14], [3.75, 1.36, -7.11], [0.50, 2.85, -1.68], [0.22, -5.63, 3.49], [-4.41, 2.31, -1.55], [-3.54, 1.49, -0.87], [3.14, 2.51, -5.41], [1.69, 0.78, 4.83], [1.65, -4.36, 2.46], [1.53, 0.43, 6.28], [-3.10, 2.31, -5.32], [2.78, -2.69, 1.65], [-1.41, -1.95, 1.96], [-6.51, -1.11, -2.00], [-0.37, -2.31, -0.19], [3.69, 3.39, -5.70], [0.93, 0.10, -0.45], [1.41, -4.99, 1.09], [2.30, -0.28, 6.60], [-0.86, 4.94, 2.12], [-3.31, 0.38, -4.39], [1.29, -0.14, 3.87], [1.23, -0.66, -4.31], [-1.70, -4.07, 3.29], [1.92, -2.86, 2.30], [1.23, -6.06, 1.19], [-3.25, -1.46, -3.29], [3.85, 0.22, -1.32], [0.56, -4.11, 4.32], [-1.15, 0.68, 1.77], [1.36, -2.65, -0.32], [-0.01, 2.86, -0.39], [-5.97, -1.44, -0.34], [0.40, -4.56, 3.34], [2.06, 1.33, 2.15], [2.25, 1.99, 4.45], [0.48, -2.81, 0.30], [3.17, 1.37, -6.20], [-0.19, 4.06, 0.30], [-0.82, -3.91, 2.67], [-4.24, 0.15, -4.89], [0.97, -0.72, 1.47], [-1.55, -0.22, -2.86], [3.16, 1.72, -1.50], [-1.47, 1.89, -4.00], [2.57, 2.70, 5.20], [-0.37, 1.68, 0.16], [-5.57, 1.63, -1.67], [-4.11, 0.29, -0.58], [0.74, 1.27, -2.32], [-1.14, 2.81, 2.12], [1.62, 1.32, 6.91], [-3.39, -0.99, 0.21], [-0.90, 0.98, -3.11], [0.56, -0.03, 6.48], [2.47, 3.38, -3.57], [1.27, 3.49, -1.81], [2.45, 2.25, 3.10], [-2.55, 1.63, -0.74], [-2.67, 1.60, -4.63], [4.60, 0.11, 0.10], [2.18, -2.43, 3.27], [-6.50, 1.90, -2.12], [2.30, -4.86, 0.47], [-6.36, -0.67, -1.01], [2.32, 1.53, 1.12], [0.20, -4.31, 0.43], [-0.57, -2.41, 2.50], [3.74, 3.33, 1.76], [0.71, -2.14, 1.68], [-1.23, -5.62, 1.39], [2.49, 0.23, -5.80], [-0.53, -1.94, 3.48], [-1.92, -4.09, 0.81], [-0.74, 4.02, 1.57], [-4.13, 3.29, -1.90], [-7.31, -0.29, -0.63], [2.38, 4.28, 2.36], [0.12, 4.98, -0.16], [-1.04, -4.54, 1.29], [2.54, -0.67, -6.39], [1.43, 0.10, 2.48], [1.76, 0.24, -4.62], [-0.92, 1.66, 1.39], [2.51, -4.83, 2.94], [4.71, -0.21, -2.61], [0.87, -1.07, 4.23], [3.12, 3.52, 2.64], [-2.75, -0.52, -3.50], [3.74, 3.95, 3.42]]
}